31
Properties=species:S:1:pos:R:3:forces:R:3:mulliken_charge:R:1 method="wB97M-V/def2-TZVPD" gap_ev=10.25 homo_energy_ev=-9.911 smiles="CC(=O)N(C)[C@H]1OC(=O)C[C@@H]1CCCF" spin_multiplicity=1 lumo_ev=0.339
F -0.797 0.161 -4.559 1.0 -1.2 2.9 -0.352
H 1.583 -1.816 0.146 -1.3 2.4 -0.2 0.341
C -2.631 1.194 2.160 1.0 0.3 -0.5 -0.801
H 2.124 -1.574 -2.207 -0.8 2.0 1.3 0.316
C -0.206 -0.151 0.223 0.9 -0.9 0.3 0.015
H -1.909 -1.890 2.712 1.3 -0.1 -2.2 0.359
H 2.107 -0.011 1.973 -0.5 1.2 -2.5 0.305
H 1.631 0.537 -3.661 -1.5 -0.4 2.0 0.365
H 0.843 1.475 -2.228 0.0 -2.5 -1.0 0.193
C 1.293 -0.699 -0.148 2.0 0.0 0.6 0.079
H -2.146 -1.990 0.844 1.7 0.1 1.2 0.304
H -1.067 -0.592 -0.435 1.6 1.6 0.6 0.124
H -2.682 2.157 2.831 0.1 -2.2 -1.2 0.302
H -1.297 0.140 -2.475 1.7 -1.2 -1.7 0.112
C 2.156 0.342 0.835 0.0 -0.1 0.0 -0.738
N -0.527 -0.603 1.631 -1.6 1.0 0.0 0.286
C -1.324 -1.888 1.671 -0.5 -0.5 1.6 -0.865
H -0.428 -1.493 -3.133 0.1 2.7 -0.4 0.225
H -3.555 0.494 2.357 2.0 1.3 -0.5 0.265
O -0.480 0.933 3.533 -4.3 -3.0 -6.7 -0.560
C 0.975 0.379 -2.677 0.8 0.3 -1.2 -0.471
C -1.177 0.480 2.464 2.9 2.8 5.2 0.371
H 2.935 0.005 -1.573 -2.3 -1.2 -0.3 0.259
H -2.570 1.581 1.035 -0.4 -1.1 2.3 0.229
C 1.881 -0.546 -1.671 0.2 0.8 -0.6 -0.715
H -0.582 -2.808 1.730 -1.7 1.9 -0.5 0.257
O -0.071 1.342 0.213 2.4 -1.3 0.3 -0.429
O 1.702 3.001 0.440 -2.6 -8.7 0.4 -0.608
C -0.433 -0.305 -3.169 -0.6 1.1 0.6 -0.064
C 1.326 1.719 0.511 1.1 4.8 0.0 0.535
H 3.327 0.426 0.628 -2.8 0.0 0.0 0.365

---

36
Properties=species:S:1:pos:R:3:forces:R:3:mulliken_charge:R:1 method="wB97M-V/def2-TZVPD" gap_ev=7.58 homo_energy_ev=-7.337 spin_multiplicity=1 lumo_ev=0.242
H 5.674 0.952 2.001 0.0 0.0 0.0 0.327
H 5.227 2.118 0.750 0.0 0.0 0.1 0.335
H -0.502 -1.268 -1.597 0.1 0.0 0.0 0.410
H -0.229 1.306 0.678 0.1 0.0 0.1 0.185
S -3.488 -0.831 1.233 0.5 0.2 -0.5 -0.219
H 4.421 -0.583 0.891 -0.1 0.1 0.0 0.228
N -1.716 -0.244 -0.545 0.4 0.0 -0.5 -0.355
N -0.119 -2.197 -1.455 0.1 0.0 0.0 -0.405
N 2.377 -0.445 -0.535 -0.9 0.9 -0.5 -0.439
S -1.243 3.276 -0.244 0.0 -0.1 0.0 -0.116
H -0.067 -4.295 0.949 0.0 0.1 0.0 0.237
N 0.157 -3.936 0.036 0.2 -0.2 -0.1 -0.429
C 2.975 0.540 0.062 0.7 -0.1 0.3 0.492
H 1.125 -4.017 -0.259 -0.1 -0.1 0.1 0.315
H 0.744 -2.460 -1.899 0.0 -0.1 0.0 0.299
C -2.067 -1.213 0.252 -0.5 0.1 0.5 0.556
H 1.336 3.026 -1.293 0.0 -0.2 0.0 0.285
N -1.457 -2.380 0.465 0.0 -0.7 0.5 -0.605
H 4.227 1.940 2.218 0.1 0.0 0.0 0.321
N 4.071 0.360 0.843 -0.1 -0.2 -0.1 -0.146
C 0.154 2.269 0.345 -0.3 0.3 -0.4 -0.387
N 2.808 -2.845 -0.483 0.4 -0.5 0.0 -0.787
H -3.097 2.594 -1.520 0.0 0.0 -0.1 0.443
C 4.834 1.405 1.481 -0.1 0.2 0.0 -1.006
C -3.530 0.723 0.476 0.1 -0.2 -0.1 -0.322
C 1.239 2.098 -0.721 -0.4 0.1 -0.1 -0.667
H 0.542 2.822 1.202 0.0 0.0 0.0 0.371
H 0.982 1.280 -1.394 0.0 0.1 0.0 0.260
N 2.525 1.796 -0.131 0.4 -0.1 0.4 -0.137
C -2.200 2.051 -1.227 0.4 0.4 0.2 -0.773
C -0.473 -2.785 -0.297 -0.3 -0.1 -0.3 0.319
H -1.608 1.792 -2.103 -0.2 -0.1 -0.1 0.304
H -4.277 1.444 0.739 -0.2 0.2 0.0 0.477
H 2.918 2.522 0.447 0.1 -0.1 0.0 0.252
C -2.522 0.846 -0.427 -0.8 0.1 0.4 -0.183
C 2.679 -1.696 -0.460 0.2 -0.3 0.2 0.561

---

31
Properties=species:S:1:pos:R:3:forces:R:3:mulliken_charge:R:1 method="wB97M-V/def2-TZVPD" total_charge=-1 gap_ev=6.88 homo_energy_ev=-3.491 smiles="CC1(C)[C@H]2CC[C@]1(C=[S@](N)(=O)[O-])C(=O)C2" spin_multiplicity=1 lumo_ev=3.390
N -4.163 0.266 -1.142 -0.1 -0.7 2.7 -0.749
H 2.824 0.658 0.832 0.9 0.1 -0.4 0.576
C -0.208 -0.458 1.435 0.2 -2.0 0.2 -0.728
H 2.585 0.814 -1.927 -0.5 0.1 0.3 0.320
C 0.403 1.932 0.000 -0.8 0.3 -1.9 -1.901
C 1.491 0.611 -1.842 1.5 -1.4 0.5 -1.957
O -3.285 -1.060 1.042 -0.9 0.5 -0.7 -0.644
H 0.992 1.467 -2.195 -0.6 0.5 -1.5 0.538
H -0.326 -1.519 1.803 -0.3 1.1 -0.1 0.335
H 1.520 -0.661 2.845 -0.1 1.4 -2.0 0.333
O 0.632 -2.982 -0.614 -0.1 1.2 0.4 -0.660
H -1.126 0.101 1.737 1.2 -0.2 -0.3 0.474
C 2.221 -1.385 0.294 0.5 0.6 -1.5 -0.961
H -1.878 -1.704 -0.954 0.7 0.7 -0.5 0.221
H 0.894 2.570 0.675 0.7 0.0 2.0 0.355
C 1.963 0.027 0.706 1.2 1.6 -0.7 -0.054
C 0.979 0.587 -0.372 0.9 -1.4 -0.5 2.114
C -0.002 -0.583 -0.150 -4.3 0.0 0.0 0.509
H -0.646 1.766 0.146 -0.5 0.5 0.8 0.452
H 0.422 2.663 -0.813 -0.1 -0.5 -0.7 0.458
C -1.567 -0.614 -1.042 1.6 -0.6 2.2 -1.419
C 0.872 -1.844 -0.245 -0.3 -0.1 -0.8 0.110
H -3.937 1.136 -1.562 0.5 0.7 -0.3 0.277
H -4.151 -0.445 -1.824 0.2 -1.0 -0.9 0.310
O -2.703 1.303 0.586 -0.3 -0.7 -0.2 -0.740
H 1.038 1.018 2.395 0.4 0.5 0.0 0.326
C 1.206 0.052 1.949 -2.9 -1.8 3.1 -1.121
H 3.023 -1.344 -0.469 -0.5 -0.6 0.2 0.272
H 2.492 -1.988 1.109 0.7 -1.0 1.0 0.496
S -2.908 -0.055 0.054 1.4 1.0 -1.4 1.160
H 1.341 -0.330 -2.458 -0.3 1.2 0.8 0.299

---

27
Properties=species:S:1:pos:R:3:forces:R:3:mulliken_charge:R:1 method="wB97M-V/def2-TZVPD" gap_ev=9.52 homo_energy_ev=-8.687 smiles=Cc1ccc(O)cc1.CCC spin_multiplicity=1 lumo_ev=0.832
C -0.983 0.449 -2.019 -1.9 0.7 -0.5 0.461
C 1.695 0.605 0.814 0.3 0.5 -1.2 -0.372
C -0.401 1.690 -2.717 0.3 0.1 0.9 -1.062
C 2.268 -0.547 0.316 -0.3 -0.7 0.9 0.246
C -1.004 -0.715 3.102 0.1 0.4 0.8 -1.582
H -0.681 0.364 -0.994 0.8 -0.4 0.3 -0.302
C 0.794 -1.796 1.730 -0.5 0.2 0.1 -0.584
C 1.829 -1.771 0.820 0.8 0.1 0.1 -0.380
C 0.160 -0.628 2.162 -0.6 -0.3 -0.2 0.800
H 0.227 1.546 1.972 -0.4 -0.1 0.3 0.363
H -2.962 -0.502 -1.838 0.1 0.0 0.0 0.345
H -1.615 -1.608 3.011 0.0 -0.1 -0.3 0.368
H -2.923 1.092 -1.140 0.1 0.2 -0.2 0.313
H 2.071 1.521 0.359 -0.2 0.1 0.4 0.375
C 0.620 0.581 1.696 0.9 0.3 -0.5 -0.469
H 4.069 -0.897 -0.407 -0.6 0.1 0.1 0.335
H 0.368 -2.716 2.093 0.3 -0.4 0.1 0.382
O 3.222 -0.495 -0.665 0.7 0.3 -0.2 -0.542
H 0.220 2.282 -2.044 0.1 -0.1 0.2 0.284
H -1.641 0.171 3.107 -0.1 -0.1 -0.5 0.357
H -0.619 -0.714 4.119 0.1 -0.2 0.3 0.341
H -1.183 2.383 -3.023 0.0 -0.2 -0.4 0.364
C -2.538 0.497 -1.970 0.4 -0.4 0.3 -1.388
H 0.253 1.396 -3.528 -0.1 0.2 -0.4 0.266
H 2.434 -2.640 0.576 -0.5 -0.2 -0.2 0.345
H -0.776 -0.421 -2.620 0.6 -0.5 0.2 0.323
H -2.904 0.874 -2.910 -0.4 0.3 -0.3 0.414